{"formula": "C40H66F12O23", "method": "ωB97M-V with the def2-TZVPD basis set", "symbols": ["C", "O", "C", "C", "O", "C", "C", "O", "C", "H", "H", "H", "H", "H", "H", "H", "H", "H", "H", "H", "H", "H", "H", "C", "O", "C", "C", "O", "C", "C", "O", "C", "H", "H", "H", "H", "H", "H", "H", "H", "H", "H", "H", "H", "H", "H", "C", "C", "O", "C", "O", "C", "F", "F", "F", "H", "H", "H", "H", "H", "C", "C", "O", "C", "O", "C", "F", "F", "F", "H", "H", "H", "H", "H", "C", "C", "O", "C", "O", "C", "F", "F", "F", "H", "H", "H", "H", "H", "C", "C", "O", "C", "O", "C", "F", "F", "F", "H", "H", "H", "H", "H", "C", "C", "C", "O", "C", "O", "O", "H", "H", "H", "H", "H", "H", "C", "C", "C", "O", "C", "O", "O", "H", "H", "H", "H", "H", "H", "C", "C", "C", "O", "C", "O", "O", "H", "H", "H", "H", "H", "H"], "positions_angstrom": [[8.67368, 1.72077, 4.20668], [8.37779, 3.08149, 4.02899], [9.17431, 3.71566, 3.04993], [9.05004, 3.21642, 1.62602], [7.79828, 3.47814, 1.02277], [6.72378, 2.69313, 1.46512], [5.57516, 2.85553, 0.50420], [4.54690, 1.99999, 0.94824], [3.45897, 1.94052, 0.05136], [8.41292, 1.08202, 3.35876], [8.10611, 1.37549, 5.06972], [9.74384, 1.59285, 4.42526], [10.22631, 3.60170, 3.36432], [8.94765, 4.78028, 3.07346], [9.29770, 2.15133, 1.56350], [9.77266, 3.79053, 1.04612], [6.39639, 2.98050, 2.47060], [6.96351, 1.62099, 1.51214], [5.93375, 2.57940, -0.50053], [5.19255, 3.88163, 0.44622], [3.22850, 2.91729, -0.38320], [2.60777, 1.55237, 0.61266], [3.64295, 1.21226, -0.75158], [-5.91248, -3.46918, -5.61993], [-6.12844, -2.92378, -4.34323], [-4.94339, -2.69653, -3.64406], [-5.14642, -1.61707, -2.61178], [-5.31691, -0.38080, -3.24530], [-5.18847, 0.74890, -2.41709], [-6.29360, 0.97254, -1.41623], [-6.29723, -0.05898, -0.44102], [-7.27717, 0.23191, 0.53559], [-5.32532, -4.39535, -5.56930], [-5.36270, -2.76883, -6.26575], [-6.87711, -3.65178, -6.08625], [-4.16196, -2.31617, -4.32726], [-4.53449, -3.60321, -3.17932], [-4.28541, -1.60879, -1.93008], [-6.02199, -1.87042, -2.00260], [-5.13722, 1.60733, -3.08790], [-4.24078, 0.69640, -1.85710], [-7.27146, 1.00996, -1.91292], [-6.09099, 1.90712, -0.87743], [-7.32242, -0.59192, 1.24113], [-8.26171, 0.33687, 0.05680], [-7.05861, 1.20663, 0.98439], [4.92949, -0.92651, 3.23703], [3.66895, -0.22589, 2.84995], [2.54812, -1.07667, 3.18009], [1.35051, -0.54820, 3.09358], [1.07880, 0.61525, 2.98259], [0.25959, -1.62949, 3.20674], [-0.93111, -1.11386, 2.90790], [0.51180, -2.64617, 2.35654], [0.21074, -2.14047, 4.44586], [5.03172, -1.03804, 4.32195], [5.80784, -0.34283, 2.95453], [5.03724, -1.92229, 2.80812], [3.64010, -0.12289, 1.76797], [3.59414, 0.75124, 3.31766], [-1.45802, -4.75738, -3.75997], [-1.01341, -4.95323, -2.33171], [-2.02744, -4.41876, -1.46972], [-1.79450, -4.48604, -0.17434], [-0.82731, -4.92611, 0.37133], [-2.94962, -3.89166, 0.65968], [-3.39878, -4.76307, 1.55376], [-2.50049, -2.80573, 1.31686], [-3.97305, -3.50407, -0.10502], [-1.72322, -3.71057, -3.93029], [-2.38656, -5.30324, -3.93590], [-0.66458, -5.06090, -4.43705], [-0.06464, -4.45896, -2.11751], [-0.85771, -6.01333, -2.11816], [-2.14184, 0.85329, 0.48835], [-1.77648, 0.01102, -0.70207], [-0.51984, -0.67340, -0.37534], [0.06751, -1.32996, -1.33845], [-0.38538, -1.65589, -2.40183], [1.52579, -1.68583, -0.98120], [1.65756, -3.02120, -0.91753], [2.32527, -1.24251, -1.95636], [1.94417, -1.15456, 0.16659], [-3.06062, 1.41087, 0.29536], [-1.35662, 1.58653, 0.68676], [-2.30197, 0.26642, 1.38837], [-1.57631, 0.63181, -1.57040], [-2.50240, -0.79083, -0.82151], [2.49036, 1.67510, -3.65844], [3.86761, 2.30194, -3.72671], [3.74320, 3.63856, -3.19163], [4.71360, 4.49158, -3.47342], [5.63251, 4.31900, -4.21643], [4.52861, 5.82135, -2.71537], [4.58976, 6.83409, -3.58340], [3.36090, 5.89607, -2.06869], [5.50580, 5.97058, -1.82040], [2.54041, 0.64982, -4.01561], [1.72500, 2.25718, -4.17476], [2.14473, 1.73549, -2.61998], [4.19639, 2.41127, -4.75794], [4.55223, 1.68880, -3.14406], [-5.20112, 4.09897, 5.47631], [-4.74644, 4.63124, 4.15917], [-3.26244, 4.37138, 3.81779], [-3.31303, 3.70655, 2.55025], [-4.58967, 3.47576, 2.19090], [-4.92203, 2.87236, 1.22219], [-5.44578, 4.00339, 3.08697], [-6.28253, 4.10894, 5.60230], [-4.79475, 4.64087, 6.33564], [-4.85820, 3.07294, 5.65098], [-4.89592, 5.71155, 4.09758], [-2.72097, 3.75676, 4.53745], [-2.69635, 5.29126, 3.67600], [2.71384, -5.34255, -3.76074], [2.71674, -4.39739, -4.91903], [1.75736, -3.19697, -4.86154], [2.63482, -2.06425, -4.82242], [3.89710, -2.43632, -5.10249], [4.80185, -1.68420, -5.26339], [4.00147, -3.78382, -5.11413], [2.05099, -6.19459, -3.92318], [2.38060, -4.84724, -2.84289], [3.68872, -5.77962, -3.54780], [2.50915, -4.94442, -5.84195], [1.09611, -3.16871, -3.99866], [1.19247, -3.11800, -5.78982], [-4.27043, -0.46256, 2.70412], [-5.04476, -0.91752, 3.91602], [-4.14826, -1.05336, 5.18447], [-4.74088, -0.18413, 6.13472], [-5.86216, 0.37762, 5.62866], [-6.60174, 1.07260, 6.24253], [-5.99831, 0.06380, 4.32441], [-4.13299, 0.61541, 2.62468], [-4.78767, -0.75490, 1.78555], [-3.29763, -0.95768, 2.68595], [-5.54712, -1.86255, 3.71518], [-3.14305, -0.70349, 4.95268], [-4.12077, -2.07906, 5.54502]], "mulliken_charge": [-0.5973, -0.3523, -0.5827, -0.5345, -0.3815, -0.2185, -0.4679, -0.2267, -0.6219, 0.2037, 0.2261, 0.3303, 0.4098, 0.3245, 0.3750, 0.3432, 0.3684, 0.1067, 0.1857, 0.2669, 0.4599, 0.2220, 0.1324, -0.7641, -0.3952, -0.7874, 0.8470, -0.4912, -0.2962, -0.5833, 0.0705, -0.8415, 0.2811, 0.3037, 0.2885, 0.3806, 0.3730, -0.4288, 0.2713, 0.4547, -0.1853, 0.4293, 0.4195, 0.2275, 0.3408, 0.2732, -1.3538, 0.5697, -0.3386, 0.4771, -0.6088, 1.0224, -0.3037, -0.2717, -0.3233, 0.3837, 0.2373, 0.3314, -0.2310, 0.3328, -1.3677, 0.2719, -0.1385, 0.2362, -0.5767, 1.0800, -0.2859, -0.2439, -0.2184, 0.1936, 0.4547, 0.4155, -0.1717, 0.4491, -0.3604, -0.3235, 0.5088, -0.0863, -0.6004, 0.7707, -0.3032, -0.2217, -0.0949, 0.3484, 0.3338, -0.5221, 0.6464, -0.3053, -0.7137, -0.4457, -0.1885, 0.3221, -0.5253, 0.9166, -0.2594, -0.2441, -0.2518, 0.1847, 0.3985, 0.0890, 0.5521, 0.2173, -1.2576, 0.5945, -0.5139, -0.3279, 0.5877, -0.4283, -0.3678, 0.3307, 0.4213, 0.1207, 0.2351, 0.2932, 0.2901, -1.0426, 0.5191, 0.3719, -0.2925, 0.5942, -0.5438, -0.4071, 0.3305, 0.0429, 0.3829, 0.2429, -0.4588, 0.2944, 0.0442, 0.4124, -0.1964, -0.3835, 0.5515, -0.5417, -0.3208, -0.1137, -0.0476, -0.1770, 0.3356, 0.1328, 0.2690], "e_homo_ev": -9.46, "multiplicity": 1, "homo_lumo_gap_ha": 0.362, "charge": 0, "smiles": "CCOC(=O)C(F)(F)F.CCOC(=O)C(F)(F)F.CCOC(=O)C(F)(F)F.CCOC(=O)C(F)(F)F.C[C@H]1COC(=O)O1.C[C@H]1COC(=O)O1.C[C@H]1COC(=O)O1.COCCOCCOC.COCCOCCOC"}